No. 1
Entry from OMol25: 12 unconnected molecules or ions with the total composition C49H116F18N9O5P3 (the ωB97M-V functional and the def2-TZVPD basis).

Last column: Mulliken charge in e.
Geometry (Å):
C1 -6.42 4.73 2.78  -0.31
H1 0.55 1.25 4.74  0.00
P1 1.61 1.97 2.01  1.69
N1 0.36 0.70 5.56  0.20
F1 3.39 2.67 -5.47  -0.34
C2 5.41 -4.32 2.04  -0.49
H2 -7.69 6.25 3.52  0.33
H3 1.51 0.09 7.28  0.40
H4 -1.95 0.77 2.51  0.22
H5 5.35 -4.53 0.98  0.53
H6 9.38 1.36 1.71  0.48
C3 -7.10 -4.60 -0.48  -0.94
F2 2.50 1.35 -3.67  -0.61
P2 2.94 2.99 -4.02  1.25
C4 -5.57 6.78 3.83  -0.72
H7 -3.90 6.92 2.41  0.41
H8 -4.36 -7.79 -3.19  0.36
C5 0.42 0.34 -6.29  -0.78
C6 4.63 -1.65 -0.91  -1.53
C7 -1.29 -2.81 -4.99  -0.47
H9 -0.12 -2.22 3.70  0.30
H10 3.12 -5.19 4.43  0.38
C8 -5.20 -5.96 -1.59  -0.79
C9 9.49 1.06 -0.50  -0.81
O1 -0.92 -1.14 6.03  -0.49
H11 3.74 -3.56 4.02  0.32
H12 -3.62 -2.28 -2.37  -0.27
C10 -2.88 3.67 -0.71  -0.41
H13 -6.82 -6.00 -2.97  0.38
C11 -5.39 -7.58 -3.42  -1.33
C12 0.35 -1.30 3.96  -0.02
H14 -5.32 -5.43 -3.59  0.22
H15 -3.56 3.71 -1.57  0.33
H16 5.21 -3.27 2.26  0.47
C13 -5.27 -3.38 -1.69  -1.25
C14 -3.67 -1.09 3.68  0.53
N2 -0.62 -0.73 -6.42  0.17
H17 -5.41 -6.73 -0.86  0.48
H18 -0.86 -0.88 -7.41  0.44
H19 9.24 1.19 -2.58  0.51
H20 -5.90 7.75 3.52  0.36
F3 -2.39 2.17 -4.03  -0.32
C15 1.67 0.56 6.33  -0.75
H21 -0.87 1.35 -2.76  -0.22
H22 -0.35 1.15 6.16  0.44
H23 -0.03 2.57 -1.88  0.62
H24 3.33 -4.89 0.65  0.41
H25 6.05 3.62 -0.45  0.57
N3 4.19 -5.09 2.58  0.18
H26 0.84 8.14 -3.50  0.41
C16 -4.40 -1.25 5.02  -1.36
H27 6.93 1.89 1.69  0.47
H28 -6.65 5.62 0.18  0.35
C17 -3.35 -4.40 0.31  -0.46
F4 1.46 3.15 -4.47  -0.35
H29 1.00 5.84 -4.11  0.55
H30 5.90 -0.53 -2.31  0.47
H31 3.93 -2.14 -1.60  0.59
H32 6.82 1.74 -2.57  0.11
C18 -0.18 -2.06 -5.70  0.50
H33 -2.49 4.81 1.02  0.29
C19 0.75 6.09 -3.10  -1.28
H34 4.97 2.64 0.60  0.22
H35 -3.90 -0.73 5.85  0.34
H36 4.78 2.58 -1.13  0.45
H37 1.45 -1.13 -0.06  -0.11
H38 2.04 -6.67 1.47  0.33
H39 -6.91 5.33 4.79  0.39
H40 -5.76 -3.41 -2.64  0.47
H41 -2.96 -4.28 1.33  0.61
H42 -0.08 1.21 -6.69  0.44
H43 -1.99 -3.29 -5.69  0.50
H44 10.22 0.24 -0.53  0.36
C20 2.93 -4.83 1.67  -1.00
H45 -5.87 3.92 3.28  0.10
C21 -0.11 -0.73 5.27  0.33
C22 4.77 -6.48 2.53  -0.65
H46 6.80 -7.12 2.84  0.46
H47 -0.28 -0.91 -0.25  -0.65
H48 7.42 -5.03 2.12  0.33
F5 -2.90 0.59 -5.66  -0.51
C23 1.72 -5.70 1.86  -0.29
H49 0.20 -0.53 3.19  -0.37
F6 0.66 0.69 1.32  -0.49
H50 -5.26 6.82 0.33  0.32
H51 7.81 2.99 0.59  0.46
H52 1.19 8.30 -0.61  0.33
N4 -5.59 -4.67 -0.89  0.18
C24 0.37 8.91 -0.99  -1.10
C25 7.50 1.94 0.75  -0.61
H53 8.21 -0.05 -1.91  0.16
H54 0.72 0.45 -5.26  0.04
H55 -0.24 -5.91 1.04  0.42
H56 -5.13 -5.45 0.99  0.40
H57 1.27 0.00 -6.86  0.44
H58 10.11 1.98 -0.63  0.36
H59 -0.03 5.38 -2.88  0.35
H60 -2.90 -5.30 -0.12  0.30
C26 6.60 -4.89 2.80  -0.88
C27 -3.78 -3.21 -1.82  0.42
H61 5.31 -2.35 -0.43  0.45
H62 0.95 -5.03 -0.07  0.47
H63 7.74 3.00 -1.74  0.61
C28 5.30 -0.38 -1.40  0.38
H64 1.54 -5.77 2.94  0.38
H65 6.25 -6.51 4.22  0.39
H66 2.32 -0.09 5.77  0.27
C29 -2.88 0.69 1.95  0.64
F7 -4.26 -0.37 -4.17  -0.38
H67 -4.92 0.27 2.58  0.46
C30 -6.77 5.78 3.82  -0.69
C31 -3.30 4.72 0.29  -0.48
H68 8.45 0.07 1.16  0.27
C32 5.50 2.70 -0.35  -1.22
F8 -3.76 1.12 -2.57  -0.40
H69 -2.87 2.68 -0.28  -0.13
C33 -5.76 -6.22 -2.95  -0.38
C34 -6.03 6.23 0.82  -0.87
C35 8.75 1.06 0.85  -0.61
C36 -3.07 -3.17 -0.52  0.86
C37 0.81 -0.62 -2.04  0.53
O2 0.95 -2.37 -5.83  -0.43
F9 3.09 4.56 -4.15  -0.38
H70 -5.28 -3.66 0.87  0.38
H71 -3.34 5.73 -0.11  0.55
C38 6.11 0.20 -0.25  -1.06
H72 -6.01 -8.35 -2.93  0.36
C39 8.61 0.96 -1.73  -0.57
H73 -7.35 -5.58 -0.12  0.37
H74 -2.01 -2.92 -0.60  -0.44
N5 0.15 7.47 -3.11  -0.03
F10 0.34 2.19 3.07  -0.51
C40 0.61 -1.36 -0.73  -0.25
H75 -5.71 -2.61 -1.04  0.43
H76 -1.88 -2.07 -4.47  -0.27
H77 -7.27 4.32 2.21  0.51
H78 0.10 -4.27 1.25  0.06
C41 -0.44 7.87 -1.73  0.64
H79 -0.97 1.52 -1.02  0.21
O3 -3.00 -1.81 3.05  -0.16
F11 -2.04 -0.14 -3.69  -0.48
H80 -5.44 -0.90 4.94  0.46
O4 -1.33 7.14 -1.40  -0.44
H81 6.86 -4.29 3.67  0.41
H82 1.53 6.01 -2.35  0.40
F12 4.30 2.79 -3.28  -0.22
H83 -0.87 -3.58 -4.36  0.37
H84 4.11 -7.10 3.10  0.54
C42 -4.82 -4.57 0.43  -1.02
N6 0.93 0.85 -1.78  1.75
H85 1.42 1.10 -0.89  -0.38
H86 1.50 1.24 -2.56  -0.03
C43 7.46 1.93 -1.71  -0.33
F13 2.82 1.42 1.05  -0.38
F14 2.14 0.87 3.08  -0.45
N7 -5.35 5.37 1.84  0.14
F15 -4.56 1.79 -4.62  -0.33
H87 0.76 9.75 -1.60  0.37
H88 -7.20 -3.77 0.19  0.45
H89 -6.54 6.99 1.40  0.48
C44 3.91 -4.62 3.98  -0.99
H90 2.77 -3.76 1.80  0.31
H91 2.16 1.53 6.37  0.38
H92 6.98 -0.43 -0.11  0.46
H93 -3.89 5.47 3.39  0.35
H94 3.99 -1.32 -0.08  0.08
H95 -3.99 1.10 3.57  0.46
H96 -1.47 -0.37 -5.98  0.01
H97 -3.12 1.67 1.57  -0.83
H98 -7.69 -4.33 -1.36  0.42
H99 4.86 -4.70 4.52  0.47
H100 0.36 -2.40 -0.78  0.74
H101 -5.32 3.89 0.50  0.38
H102 -3.42 -4.08 -2.37  0.29
H103 -5.17 6.86 4.83  0.37
C45 0.58 -5.20 0.91  -1.05
H104 -0.70 7.52 -3.72  0.40
H105 1.41 -1.53 4.03  0.25
N8 -3.94 0.32 2.91  -0.08
H106 4.41 0.21 -1.66  -0.30
H107 -5.71 -7.65 -4.45  0.41
H108 -4.13 -5.86 -1.73  0.34
N9 6.58 1.64 -0.39  0.32
H109 -0.05 9.35 -0.09  0.36
C46 -4.54 6.19 2.89  -0.45
H110 5.48 0.27 0.64  0.23
C47 6.17 -6.31 3.16  -0.94
F16 1.05 2.91 0.88  -0.38
F17 2.50 3.05 2.65  -0.34
C48 -0.33 1.53 -1.85  -0.88
H111 -4.51 -2.30 5.24  0.40
H112 -2.73 -0.09 1.20  -0.03
H113 4.63 -6.93 1.56  0.48
P3 -3.36 0.93 -4.11  1.53
H114 -1.87 3.85 -1.03  0.14
H115 -3.39 -2.28 0.02  -0.33
C49 -4.52 4.28 1.14  -1.00
H116 -4.26 3.60 1.93  0.26
F18 2.23 3.38 -2.51  -0.43
O5 0.81 -0.96 -3.17  -0.37

## Properties
* charge: +6
* E: -5625.6531 a.u.
* frontier orbital gap: 8.8 eV
* lowest unoccupied orbital energy: -12.2 eV

---

No. 2
Entry from OMol25: a single C22H23F2N3O6S molecule (the ωB97M-V functional and the def2-TZVPD basis).

Last column: natural (NBO) charge in e.
Geometry (Å):
H1 -3.78 -4.17 5.00  0.22
C1 1.03 5.43 -3.14  0.28
O1 0.57 -1.78 0.45  -0.68
H2 0.62 -0.32 -1.17  0.25
C2 0.37 6.86 -4.89  0.80
C3 1.62 -5.37 -1.26  -0.62
H3 0.90 -3.36 -1.64  0.18
O2 -1.55 2.09 -0.11  -0.57
H4 2.04 -5.94 -0.44  0.21
N1 -0.80 -0.53 2.34  -0.63
O3 2.23 1.41 2.33  -0.60
H5 -0.11 -0.49 1.59  0.46
F1 0.93 7.81 -5.64  -0.32
C4 1.33 -3.95 -0.82  -0.07
H6 -2.62 -5.48 4.76  0.22
H7 0.09 2.19 3.42  0.26
C5 -0.39 1.93 0.15  0.72
N2 1.90 1.62 0.06  -0.62
H8 2.24 -3.44 -0.48  0.19
O4 1.19 6.60 -3.86  -0.49
C6 -3.22 -4.73 4.25  -0.65
C7 0.59 0.59 -1.76  -0.61
F2 -0.83 7.37 -4.49  -0.35
C8 -1.26 -1.79 2.60  0.05
C9 0.78 1.81 -0.84  0.01
H9 -0.38 0.66 -2.25  0.23
H10 -1.10 2.91 -2.43  0.23
H11 -1.92 -6.19 2.45  0.21
H12 1.38 0.57 -2.51  0.21
C10 -0.13 4.66 -3.17  -0.30
H13 2.80 1.31 -0.25  0.42
C11 2.10 5.05 -2.34  -0.24
O5 -2.03 0.46 3.94  -0.59
C12 -0.19 3.49 -2.43  -0.12
C13 1.54 1.58 1.36  0.80
H14 2.97 5.67 -2.32  0.23
H15 -1.40 2.62 2.53  0.25
H16 0.15 5.99 -5.54  0.12
N3 0.15 1.82 1.40  -0.49
C14 -1.53 -4.10 2.43  -0.02
C15 -1.22 0.55 3.04  0.68
C16 -1.31 -5.48 1.90  -0.63
C17 -0.60 1.88 2.63  -0.32
C18 2.02 3.89 -1.59  -0.19
C19 -2.37 -3.80 3.46  -0.21
O6 0.39 -4.00 0.25  -0.50
H17 0.70 -5.85 -1.59  0.21
S1 -2.39 -2.10 3.84  0.52
H18 2.85 3.62 -0.96  0.22
H19 -0.99 4.96 -3.75  0.23
C20 -0.87 -2.93 1.92  -0.23
H20 2.33 -5.36 -2.08  0.22
H21 -0.27 -5.76 1.99  0.23
C21 0.08 -2.84 0.83  0.79
H22 -1.58 -5.52 0.85  0.22
C22 0.88 3.09 -1.64  -0.07
H23 -3.94 -5.25 3.61  0.22

## Properties
* charge: 0
* structure (SMILES): CCOC(=O)c1c(NC(=O)CN2C(=O)N[C@](C)(c3ccc(OC(F)F)cc3)C2=O)sc(C)c1C
* E: -2065.8999 a.u.
* frontier orbital gap: 8.6 eV
* lowest unoccupied orbital energy: 0.5 eV
* relative energy (zero: lowest compared OMol25 entry of this formula, charge and spin): 0.1050 eV

---

No. 3
Entry from OMol25: a single C5H8N4 molecule (the ωB97M-V functional and the def2-TZVPD basis).

Last column: natural (NBO) charge in e.
Geometry (Å):
H1 -0.18 -1.32 1.75  0.22
N1 -0.02 -1.97 -1.59  -0.43
N2 -1.04 0.18 -1.14  -0.48
C1 -0.29 -1.15 0.68  -0.07
C2 0.29 1.27 0.38  0.44
H2 1.69 2.10 1.71  0.26
H3 0.33 0.99 2.47  0.23
C3 1.06 1.20 1.66  -0.68
H4 -0.52 -0.57 -3.01  0.18
H5 -2.05 0.12 -1.18  0.38
H6 -0.31 2.36 -1.17  0.35
N3 0.24 2.41 -0.28  -0.69
C4 -0.48 -0.81 -1.97  0.26
H7 0.11 -3.15 0.22  0.21
N4 -0.53 0.16 0.17  -0.31
H8 1.76 0.31 1.49  0.22
C5 -0.06 -2.13 -0.19  -0.09

## Properties
* charge: 0
* structure (SMILES): [H]/N=C(/C)N1C=CN=CN1
* E: -414.2650 a.u.
* frontier orbital gap: 9.1 eV
* lowest unoccupied orbital energy: 0.4 eV
* relative energy (zero: lowest compared OMol25 entry of this formula, charge and spin): 1.8272 eV

---

No. 4
Entry from OMol25: 9 unconnected molecules or ions with the total composition C20H58O9 (the ωB97M-V functional and the def2-TZVPD basis).

Last column: Mulliken charge in e.
Geometry (Å):
H1 -0.95 2.36 -0.42  0.44
H2 5.54 2.60 -2.88  0.46
O1 -1.52 -1.34 2.35  0.03
H3 -2.90 1.15 0.28  0.43
C1 -2.72 -1.36 -5.44  -1.58
H4 0.93 5.51 2.17  0.40
C2 -2.23 0.61 -0.40  -1.29
H5 -1.98 2.88 4.92  0.32
H6 2.69 5.73 1.80  0.37
C3 -3.86 -2.97 -1.07  0.58
H7 -1.04 -0.61 4.79  0.09
H8 -2.91 -3.70 4.10  0.44
C4 3.28 1.17 -3.75  -1.12
H9 -0.25 1.04 0.51  -0.71
C5 1.60 -2.02 -2.04  -0.22
H10 -1.80 -1.69 -3.50  -0.10
C6 -1.97 -3.23 3.81  -1.51
H11 -5.91 -2.33 -0.88  0.38
O2 -1.77 0.23 -4.05  -0.60
H12 -0.63 -1.71 2.41  -0.20
C7 -1.62 -1.13 -4.43  1.27
H13 3.81 0.25 -3.48  0.29
H14 -3.35 -1.71 3.15  0.28
H15 3.25 3.16 -2.82  0.36
C8 -2.30 -1.78 3.46  0.71
H16 2.87 0.63 -1.58  -0.19
H17 -2.54 -2.33 -5.92  0.39
C9 -4.97 -2.21 -0.36  -1.15
H18 -3.72 -1.50 -5.02  0.36
O3 2.71 1.58 -1.45  -0.09
O4 2.89 -1.45 -1.74  -0.58
O5 1.15 -2.37 3.03  -0.48
H19 0.61 -0.93 0.89  0.22
H20 -2.14 -0.38 0.05  0.04
H21 -2.65 -1.17 5.49  0.48
H22 0.58 -1.21 -4.28  -0.35
C10 0.99 1.89 4.38  -1.30
H23 -2.56 0.13 4.30  0.29
H24 -1.53 -3.79 2.98  0.35
H25 5.37 1.23 -1.80  0.26
H26 3.48 -2.21 -1.78  0.29
H27 3.10 2.86 -0.03  0.24
C11 1.80 4.07 0.81  0.59
H28 2.47 -2.40 1.40  0.21
H29 1.65 -2.64 3.81  0.29
C12 -0.85 1.27 -0.38  0.84
H30 0.79 -1.29 -2.02  -0.14
H31 1.70 1.72 3.56  0.29
H32 2.22 0.98 -3.89  0.17
C13 1.90 5.02 1.99  -1.36
H33 -0.31 3.19 3.38  0.34
H34 -1.31 -3.39 4.66  0.31
O6 -0.11 0.70 -1.46  -0.10
O7 -1.15 2.44 5.11  -0.57
C14 1.45 -0.55 1.48  0.12
H35 -5.09 -2.47 0.69  0.25
H36 1.09 0.91 4.87  0.31
H37 5.00 2.80 -1.24  0.37
H38 -2.77 -0.66 -6.27  0.35
C15 4.89 2.16 -2.12  -1.37
C16 3.46 2.12 -2.58  0.39
H39 3.75 1.41 -4.71  0.47
H40 3.03 -1.44 2.70  0.45
H41 1.32 2.67 5.07  0.39
H42 1.94 4.44 2.91  0.22
H43 -0.85 1.46 3.31  -0.12
H44 -3.51 -4.90 -1.34  0.32
H45 2.05 -0.14 0.66  -0.17
H46 -1.30 0.38 -3.22  0.10
C17 -0.39 2.24 3.92  0.36
H47 1.30 -2.84 -1.37  0.32
O8 2.97 3.25 0.85  -0.60
H48 1.65 4.67 -0.10  0.38
H49 0.94 3.38 0.82  -0.32
H50 -0.14 -2.46 -5.34  0.38
H51 -3.00 -2.87 -0.40  0.03
C18 2.11 -1.73 2.18  -0.53
O9 -4.26 -4.31 -1.17  -0.60
H52 -4.77 -1.13 -0.36  0.29
H53 0.79 1.05 -1.41  0.07
H54 -3.68 -2.49 -2.03  -0.06
C19 -0.20 -1.43 -5.01  -0.67
H55 1.32 0.30 2.14  -0.17
H56 -0.06 -0.72 -5.83  0.32
H57 1.79 -2.42 -3.04  0.44
H58 -2.57 0.52 -1.43  0.41
C20 -2.10 -0.80 4.63  -1.27

## Properties
* charge: 0
* structure (SMILES): CC(C)O.CC(C)O.CC(C)O.CCO.CCO.CCO.CCO.CCO.CO
* E: -1473.8531 a.u.
* frontier orbital gap: 10.0 eV
* lowest unoccupied orbital energy: 0.3 eV
* relative energy (zero: lowest compared OMol25 entry of this formula, charge and spin): 1.6825 eV

---

No. 5
Entry from OMol25: a single C2H4N4 molecule (the ωB97M-V functional and the def2-TZVPD basis).

Last column: natural (NBO) charge in e.
Geometry (Å):
N1 -1.33 0.54 0.09  -0.73
N2 0.63 -1.10 -0.42  -0.40
H1 0.34 -1.93 -0.90  0.41
C1 0.03 0.05 -0.01  0.04
H2 -1.82 0.77 -0.78  0.41
H3 -1.96 0.03 0.73  0.42
C2 0.92 0.92 0.52  -0.28
N3 1.95 -0.93 -0.17  -0.06
N4 2.13 0.23 0.38  -0.28
H4 -0.90 1.42 0.56  0.47

## Properties
* charge: 0
* E: -297.4596 a.u.
* frontier orbital gap: 7.7 eV
* lowest unoccupied orbital energy: -0.2 eV
* relative energy (zero: lowest compared OMol25 entry of this formula, charge and spin): 5.0263 eV

---

No. 6
Entry from OMol25: a single C2H4N4O molecule (the ωB97M-V functional and the def2-TZVPD basis).

Last column: natural (NBO) charge in e.
Geometry (Å):
H1 1.94 2.13 -0.92  0.38
H2 1.61 1.80 0.73  0.35
C1 -1.14 -0.45 0.13  0.61
N1 1.86 1.39 -0.27  -0.62
H3 1.94 -1.13 0.70  0.22
O1 -0.51 0.74 -0.33  -0.40
C2 1.05 -0.69 0.33  0.23
N2 0.93 0.42 -0.54  0.00
N3 -0.08 -1.28 0.64  -0.45
N4 -2.41 -0.82 0.09  -0.66
H4 -2.95 0.13 -0.07  0.35

## Properties
* charge: 0
* structure (SMILES): [H]/N=c1/ncn(N)o1
* E: -372.7531 a.u.
* frontier orbital gap: 9.5 eV
* lowest unoccupied orbital energy: 0.1 eV
* relative energy (zero: lowest compared OMol25 entry of this formula, charge and spin): 4.0072 eV